Molecular formula: C48H120O32P8
Method: DFT, ωB97M-V/def2-TZVPD

Values from the calculation:
structure (SMILES)	CCOP(=O)(OCC)OCC.CCOP(=O)(OCC)OCC.CCOP(=O)(OCC)OCC.CCOP(=O)(OCC)OCC.CCOP(=O)(OCC)OCC.CCOP(=O)(OCC)OCC.CCOP(=O)(OCC)OCC.CCOP(=O)(OCC)OCC
orbital gap	0.3869	hartree
E_tot	-7040.2415	a.u.
relative energy (zero: lowest compared OMol25 entry of this formula, charge and spin)	0.0	kcal per mole
HOMO level	-10.19	eV

Cartesian coordinates (Å):
C (-17.312, 18.608, -15.167)
C (-17.842, 19.434, -16.288)
O (-16.795, 19.622, -17.281)
P (-16.944, 18.912, -18.680)
O (-17.811, 17.737, -18.734)
O (-15.483, 18.765, -19.180)
C (-14.817, 17.517, -18.888)
C (-13.352, 17.713, -19.119)
O (-17.399, 20.045, -19.693)
C (-18.714, 20.677, -19.584)
C (-19.823, 19.786, -20.066)
H (-17.071, 17.622, -15.552)
H (-16.543, 19.193, -14.663)
H (-18.031, 18.471, -14.350)
H (-18.754, 19.055, -16.756)
H (-18.112, 20.425, -15.905)
H (-14.978, 17.345, -17.819)
H (-15.233, 16.714, -19.487)
H (-13.123, 17.936, -20.162)
H (-12.916, 18.489, -18.494)
H (-12.862, 16.757, -18.911)
H (-18.862, 21.030, -18.557)
H (-18.651, 21.530, -20.257)
H (-19.943, 18.863, -19.501)
H (-20.779, 20.307, -19.978)
H (-19.592, 19.491, -21.090)
C (-10.872, 9.660, -19.764)
C (-11.628, 9.328, -21.072)
O (-10.723, 8.550, -21.907)
P (-11.435, 7.817, -23.120)
O (-12.830, 8.181, -23.272)
O (-10.467, 8.188, -24.322)
C (-10.797, 7.507, -25.539)
C (-9.745, 7.582, -26.631)
O (-11.185, 6.271, -22.911)
C (-9.880, 5.698, -23.022)
C (-9.151, 5.716, -21.688)
H (-10.412, 8.799, -19.288)
H (-10.098, 10.375, -20.050)
H (-11.602, 10.102, -19.088)
H (-12.487, 8.749, -20.763)
H (-11.745, 10.286, -21.566)
H (-10.958, 6.440, -25.350)
H (-11.726, 7.902, -25.965)
H (-9.663, 8.547, -27.118)
H (-8.759, 7.388, -26.168)
H (-9.828, 6.731, -27.301)
H (-10.053, 4.693, -23.414)
H (-9.269, 6.185, -23.794)
H (-9.025, 6.740, -21.314)
H (-9.901, 5.398, -20.929)
H (-8.303, 5.076, -21.490)
C (-5.380, 11.023, -26.323)
C (-5.822, 10.481, -27.665)
O (-6.299, 11.486, -28.568)
P (-5.842, 12.978, -28.537)
O (-4.438, 13.270, -28.287)
O (-6.287, 13.575, -29.950)
C (-7.671, 13.599, -30.251)
C (-7.889, 13.117, -31.665)
O (-6.893, 13.620, -27.525)
C (-6.468, 14.775, -26.742)
C (-6.974, 16.025, -27.398)
H (-4.330, 11.312, -26.388)
H (-6.072, 11.779, -25.962)
H (-5.248, 10.243, -25.564)
H (-4.938, 9.974, -28.073)
H (-6.569, 9.689, -27.607)
H (-8.252, 12.901, -29.655)
H (-8.067, 14.608, -30.248)
H (-8.935, 12.933, -31.893)
H (-7.482, 13.770, -32.451)
H (-7.403, 12.175, -31.960)
H (-7.023, 14.632, -25.812)
H (-5.403, 14.752, -26.536)
H (-6.632, 16.030, -28.431)
H (-8.058, 15.989, -27.409)
H (-6.593, 16.880, -26.844)
C (-13.605, 10.610, -28.759)
C (-13.418, 9.971, -30.121)
O (-12.047, 9.846, -30.426)
P (-11.271, 10.780, -31.412)
O (-11.676, 12.181, -31.471)
O (-9.774, 10.573, -30.957)
C (-9.289, 9.334, -30.395)
C (-9.663, 8.041, -31.036)
O (-11.445, 9.987, -32.769)
C (-11.284, 10.706, -34.045)
C (-9.934, 11.380, -34.205)
H (-14.557, 10.336, -28.300)
H (-12.827, 10.347, -28.047)
H (-13.625, 11.692, -28.921)
H (-13.894, 8.981, -30.143)
H (-14.030, 10.472, -30.879)
H (-8.218, 9.371, -30.142)
H (-9.592, 9.355, -29.321)
H (-10.716, 7.756, -30.995)
H (-9.248, 7.899, -32.034)
H (-9.251, 7.201, -30.449)
H (-11.500, 9.934, -34.783)
H (-12.061, 11.480, -34.083)
H (-9.654, 11.448, -35.262)
H (-9.941, 12.373, -33.771)
H (-9.127, 10.753, -33.810)
C (-12.973, 21.660, -21.060)
C (-14.114, 20.888, -21.711)
O (-13.642, 19.526, -21.871)
P (-14.245, 18.605, -22.994)
O (-14.861, 19.276, -24.127)
O (-15.202, 17.605, -22.236)
C (-16.672, 17.778, -22.347)
C (-17.355, 16.427, -22.276)
O (-13.099, 17.592, -23.370)
C (-11.935, 18.070, -24.067)
C (-10.871, 18.642, -23.170)
H (-12.529, 21.085, -20.247)
H (-12.232, 21.793, -21.846)
H (-13.335, 22.570, -20.584)
H (-14.992, 20.899, -21.061)
H (-14.350, 21.294, -22.691)
H (-16.882, 18.378, -21.467)
H (-16.861, 18.298, -23.281)
H (-17.411, 16.069, -21.242)
H (-18.411, 16.543, -22.555)
H (-16.938, 15.656, -22.922)
H (-11.613, 17.186, -24.613)
H (-12.240, 18.766, -24.859)
H (-10.220, 19.367, -23.642)
H (-11.270, 19.009, -22.219)
H (-10.241, 17.816, -22.805)
C (-18.881, 11.247, -21.604)
C (-18.601, 12.680, -22.012)
O (-17.217, 12.879, -22.401)
P (-16.614, 12.412, -23.788)
O (-17.528, 11.593, -24.578)
O (-16.124, 13.780, -24.350)
C (-15.033, 13.864, -25.304)
C (-14.342, 15.190, -25.024)
O (-15.267, 11.668, -23.415)
C (-15.383, 10.425, -22.800)
C (-15.038, 10.480, -21.314)
H (-18.633, 10.607, -22.451)
H (-18.307, 10.922, -20.737)
H (-19.932, 11.071, -21.357)
H (-19.282, 13.022, -22.793)
H (-18.790, 13.330, -21.152)
H (-14.328, 13.049, -25.141)
H (-15.467, 13.861, -26.301)
H (-13.313, 15.279, -25.387)
H (-14.816, 16.059, -25.498)
H (-14.339, 15.415, -23.958)
H (-16.334, 9.903, -22.898)
H (-14.657, 9.763, -23.269)
H (-15.599, 11.329, -20.917)
H (-15.284, 9.525, -20.870)
H (-13.987, 10.754, -21.263)
C (-7.170, 10.860, -22.963)
C (-8.621, 11.173, -23.240)
O (-8.638, 12.549, -23.775)
P (-9.978, 13.376, -23.905)
O (-9.772, 14.752, -24.300)
O (-10.858, 12.481, -24.864)
C (-10.817, 12.562, -26.314)
C (-10.276, 11.246, -26.840)
O (-10.722, 13.176, -22.520)
C (-11.866, 14.084, -22.193)
C (-12.448, 13.594, -20.869)
H (-6.578, 10.863, -23.882)
H (-6.670, 11.563, -22.305)
H (-7.042, 9.824, -22.620)
H (-9.131, 10.516, -23.946)
H (-9.167, 11.110, -22.291)
H (-11.816, 12.753, -26.716)
H (-10.203, 13.428, -26.597)
H (-10.623, 11.058, -27.856)
H (-9.184, 11.190, -26.868)
H (-10.641, 10.496, -26.133)
H (-11.474, 15.102, -22.186)
H (-12.610, 14.039, -22.997)
H (-13.465, 13.263, -21.028)
H (-11.773, 12.816, -20.516)
H (-12.327, 14.347, -20.092)
C (2.171, 8.324, -24.878)
C (1.107, 9.288, -25.364)
O (-0.142, 9.280, -24.677)
P (-0.964, 7.951, -24.561)
O (-1.144, 7.171, -25.754)
O (-0.255, 7.152, -23.382)
C (-0.094, 7.766, -22.059)
C (0.884, 6.919, -21.226)
O (-2.293, 8.520, -23.926)
C (-3.269, 7.536, -23.480)
C (-4.600, 7.826, -24.150)
H (1.882, 7.357, -24.493)
H (2.902, 8.182, -25.688)
H (2.857, 8.790, -24.149)
H (1.465, 10.311, -25.393)
H (0.883, 9.041, -26.409)
H (0.342, 8.761, -22.215)
H (-1.065, 7.851, -21.559)
H (1.883, 6.904, -21.662)
H (0.858, 7.253, -20.187)
H (0.577, 5.864, -21.190)
H (-3.002, 6.520, -23.797)
H (-3.384, 7.549, -22.395)
H (-5.333, 7.057, -23.883)
H (-4.979, 8.764, -23.739)
H (-4.522, 7.842, -25.232)